{
  "formula": "C2H4Br2",
  "method": "ωB97M-V with the def2-TZVPD basis set",
  "species": ["Br", "C", "C", "Br", "H", "H", "H", "H"],
  "positions_angstrom": [[-0.6568, -0.1461, -2.2381], [-0.2856, -0.6249, -0.3626], [0.0607, 0.5865, 0.6311], [1.9121, 1.1354, 0.3494], [0.6203, -1.2144, -0.5035], [-1.0641, -1.3349, -0.0835], [0.0982, 0.2208, 1.6572], [-0.6847, 1.3776, 0.5501]],
  "forces_ev_per_angstrom": [[0.2, 0.2, 0.9], [0.9, 1.0, 0.9], [-0.3, -1.3, -1.3], [-0.8, 0.1, -0.3], [0.2, -0.2, 0.0], [-0.3, 0.3, 0.1], [-0.3, -0.3, -0.1], [0.5, 0.2, 0.0]],
  "mulliken_spin": [0.78, -0.03, -0.01, 0.17, 0.05, 0.02, 0.02, 0.00],
  "charge": 1,
  "gap_ev": [10.822, 4.259],
  "e_tot_ha": -5226.23874,
  "homo_energy_ev": [-15.43, -14.76],
  "s_squared": 0.7540,
  "spin_multiplicity": 2,
  "lumo_ev": [-4.60, -10.50],
  "relative_energy_kcal_mol": 4.51
}